1.
ORCA calculation (ωB97M-V with the def2-TZVPD basis set) on a cluster of 2 separate species, C20H24O3PS in total.

```
! RIJCOSX wB97M-V def2-TZVPD def2/J DEFGRID3
* xyz 1 1
C -1.06 5.86 4.08
C -1.42 5.48 2.65
C -2.22 4.19 2.56
O -1.58 3.05 3.15
C -0.34 2.74 2.69
S -0.34 2.25 0.89
P 1.70 1.49 0.45
C 2.78 2.33 1.67
C 2.07 2.40 -1.08
H -1.90 5.68 4.76
H -0.80 6.91 4.15
H -0.22 5.27 4.45
H -0.50 5.42 2.05
H -2.04 6.25 2.19
H -2.51 3.95 1.53
H -3.15 4.30 3.12
H 0.42 3.51 2.84
H -0.02 1.81 3.17
H -0.43 3.44 0.27
H 2.35 2.31 2.67
H 3.02 3.35 1.38
H 3.69 1.73 1.68
H 1.45 2.03 -1.90
H 3.11 2.15 -1.29
H 1.98 3.49 -0.98
C -1.17 -1.91 1.10
C -1.96 -3.04 1.23
C -1.89 -4.06 0.29
C -1.03 -3.94 -0.80
C -0.25 -2.79 -0.94
C -0.31 -1.79 0.01
C 0.65 -2.61 -2.11
O 1.32 -1.59 -2.22
C 0.70 -3.69 -3.12
C 1.52 -3.54 -4.24
C 1.58 -4.54 -5.19
C 0.83 -5.70 -5.04
C 0.01 -5.85 -3.93
C -0.06 -4.85 -2.97
C -0.96 -5.04 -1.80
O -1.61 -6.05 -1.65
H -1.22 -1.12 1.84
H -2.63 -3.14 2.08
H -2.49 -4.95 0.39
H 0.32 -0.92 -0.11
H 2.10 -2.63 -4.35
H 2.21 -4.42 -6.06
H 0.88 -6.48 -5.78
H -0.58 -6.75 -3.80
*
```

Results
E_LUMO (eV): -3.3
E_HOMO (eV): -11.636
Max |F| (hartree/bohr): 0.0142
Electronic energy (eV): -47389.0471

***

2.
ORCA calculation (ωB97M-V with the def2-TZVPD basis set) on a structure of composition C12H20Cl2O4W in a non-equilibrium geometry.

```
! RIJCOSX wB97M-V def2-TZVPD def2/J DEFGRID3
* xyz -2 3
C 0.16 -1.58 -1.20
C 1.02 -0.44 -1.32
C 0.20 0.73 -1.29
C 2.48 -0.46 -1.52
C -1.18 0.32 -1.27
C -1.21 -1.11 -1.20
C -2.43 -1.96 -1.21
C 0.59 -3.00 -1.25
C 0.67 2.14 -1.33
C -2.35 1.22 -1.40
W -0.22 -0.44 0.82
Cl 3.31 1.71 0.99
Cl 1.84 -1.34 1.51
O -1.98 0.28 1.29
H 2.90 -1.44 -1.30
H 2.94 0.24 -0.81
H 2.77 -0.16 -2.53
H 1.60 2.22 -0.74
H -0.07 2.80 -0.89
H 0.87 2.48 -2.35
H -2.16 2.18 -0.92
H -3.23 0.78 -0.92
H -2.58 1.41 -2.45
H -3.25 -1.47 -0.69
H -2.26 -2.92 -0.73
H -2.76 -2.15 -2.24
H 1.56 -3.12 -0.77
H 0.69 -3.34 -2.28
H -0.12 -3.65 -0.74
H -1.92 1.07 1.85
O -0.96 -2.12 1.51
H -1.61 -2.03 2.23
C 1.28 2.34 3.66
C 0.54 1.28 2.91
O 0.01 0.32 3.50
O 0.49 1.40 1.60
H 1.32 2.06 4.71
H 0.77 3.31 3.52
H 2.27 2.43 3.22
*
```

Results
E_LUMO (alpha / beta) (eV): 5.3 / 5.3
E_HOMO (alpha / beta) (eV): 0.957 / -0.994
Max |F| (hartree/bohr): 0.0396
Energy above the lowest of the compared OMol25 structures with the same formula, charge and spin (eV): 0.000
Electronic energy (eV): -47832.8015

***

3.
ORCA calculation (ωB97M-V with the def2-TZVPD basis set) on a cluster of 2 separate species, CH3NO2 in total in a non-equilibrium geometry.

```
! RIJCOSX wB97M-V def2-TZVPD def2/J DEFGRID3
* xyz 0 1
C -0.11 0.09 -0.08
N 2.11 -0.22 1.68
O 2.63 -1.27 1.78
O 2.44 0.89 2.02
H -0.62 0.43 0.73
H 0.01 -1.02 -0.19
H 0.55 0.72 -0.72
*
```

Results
E_LUMO (alpha / beta) (eV): -1.6 / -0.1
E_HOMO (alpha / beta) (eV): -9.190 / -10.453
Max |F| (hartree/bohr): 0.0722
Energy above the lowest of the compared OMol25 structures with the same formula, charge and spin (eV): 6.723
Electronic energy (eV): -6664.9416

***

4.
ORCA calculation (ωB97M-V with the def2-TZVPD basis set) on a structure of composition C18H11IrN4O8S2.

```
! RIJCOSX wB97M-V def2-TZVPD def2/J DEFGRID3
* xyz 0 1
Ir 0.30 -1.55 0.71
O 0.03 1.77 -1.46
C -0.30 0.73 -0.94
O 0.67 -0.13 -0.58
C -1.75 0.38 -0.72
C -2.61 0.56 -1.80
C -3.96 0.31 -1.66
C -4.46 -0.09 -0.43
C -3.61 -0.26 0.65
C -2.25 -0.03 0.51
S -1.15 -0.27 1.90
H -2.20 0.91 -2.74
H -4.63 0.44 -2.50
H -5.52 -0.28 -0.31
H -3.99 -0.58 1.61
S 1.92 -1.00 2.25
C 2.19 0.69 2.29
N 1.91 1.45 1.20
C 2.05 2.78 1.18
C 2.55 3.40 2.29
C 2.91 2.56 3.36
N 2.73 1.26 3.37
H 1.56 0.95 0.37
H 1.75 3.27 0.27
H 2.68 4.47 2.33
H 3.35 2.99 4.25
O 1.12 -2.98 -0.74
C -0.05 -3.20 -1.16
O -1.03 -2.57 -0.64
C -0.30 -4.17 -2.26
C -1.59 -4.35 -2.73
C -1.79 -5.25 -3.76
C -0.76 -5.98 -4.33
C 0.51 -5.76 -3.83
C 0.77 -4.87 -2.81
N 1.63 -6.52 -4.42
O 1.37 -7.28 -5.33
O 2.74 -6.32 -3.96
N -3.16 -5.46 -4.27
O -4.05 -4.79 -3.77
O -3.30 -6.24 -5.19
H -2.42 -3.80 -2.31
H -0.94 -6.68 -5.13
H 1.77 -4.73 -2.44
*
```

Results
E_LUMO (eV): -1.3
E_HOMO (eV): -8.194
Max |F| (hartree/bohr): 0.0114
Energy above the lowest of the compared OMol25 structures with the same formula, charge and spin (eV): 0.160
Electronic energy (eV): -65690.1383

***

5.
ORCA calculation (ωB97M-V with the def2-TZVPD basis set) on a structure of composition C30H52BeBrN3P2S in a non-equilibrium geometry.

```
! RIJCOSX wB97M-V def2-TZVPD def2/J DEFGRID3
* xyz 2 1
N 5.80 2.56 -1.40
C 5.93 1.31 -0.95
C 4.99 0.32 -1.27
C 3.91 0.64 -2.14
C 3.89 1.93 -2.69
C 4.85 2.87 -2.28
C 2.91 -0.34 -2.58
Be -0.96 0.16 0.56
P -2.70 -1.14 0.50
C 1.71 0.02 -3.15
C 0.49 -0.76 -3.20
C -0.68 -0.13 -3.70
C -1.90 -0.81 -3.79
C -2.00 -2.06 -3.18
C -0.86 -2.77 -2.81
C 0.38 -2.10 -2.74
Br -3.76 -2.98 -3.28
H 3.15 -1.40 -2.46
H 1.57 1.07 -3.43
H 5.12 -0.69 -0.88
H 3.18 2.20 -3.46
H 6.78 1.12 -0.29
H 4.82 3.90 -2.67
H -0.60 0.89 -4.08
H 1.26 -2.62 -2.38
H -2.74 -0.42 -4.38
H -0.96 -3.84 -2.66
P -1.02 2.34 0.23
C -2.18 -2.88 0.32
C -3.17 -3.97 -0.05
H -1.72 -3.09 1.30
H -1.38 -2.88 -0.42
H -2.64 -4.92 -0.04
H -4.03 -4.02 0.62
H -3.55 -3.85 -1.08
C -3.94 -0.67 -0.73
C -5.40 -1.09 -0.57
H -3.55 -1.08 -1.67
H -3.88 0.42 -0.82
H -5.94 -0.90 -1.50
H -5.52 -2.15 -0.34
H -5.90 -0.52 0.22
C -3.46 -0.89 2.14
C -4.39 -1.98 2.69
H -4.01 0.06 2.04
H -2.63 -0.72 2.85
H -4.76 -1.63 3.67
H -5.26 -2.16 2.04
H -3.86 -2.94 2.84
C -0.87 3.02 1.94
C -1.75 2.26 2.93
H -1.12 4.09 1.87
H 0.19 2.95 2.23
H -1.82 2.81 3.87
H -2.78 2.12 2.57
H -1.31 1.28 3.17
C -2.58 2.95 -0.51
C -2.61 2.99 -2.04
H -2.75 3.95 -0.09
H -3.39 2.29 -0.14
H -3.58 3.41 -2.35
H -1.83 3.62 -2.47
H -2.53 1.98 -2.47
C 0.27 3.32 -0.68
C 1.69 3.26 -0.12
H -0.10 4.35 -0.72
H 0.27 2.93 -1.72
H 2.34 3.87 -0.75
H 1.77 3.66 0.90
H 2.06 2.23 -0.16
C 1.55 -3.10 1.50
N 2.44 -2.12 2.10
C 3.35 -2.58 3.14
C 2.26 -0.82 1.83
S 1.13 -0.28 0.63
N 3.13 0.05 2.46
C 4.59 -0.12 2.20
C 2.79 1.44 2.75
H 2.00 -4.08 1.61
H 1.42 -2.88 0.43
H 0.56 -3.12 1.98
H 4.37 -2.70 2.73
H 3.41 -1.88 3.99
H 3.03 -3.58 3.46
H 4.78 -0.94 1.50
H 4.99 0.82 1.77
H 5.10 -0.29 3.17
H 3.36 1.72 3.66
H 1.72 1.56 2.97
H 3.07 2.12 1.93
*
```

Results
E_LUMO (eV): -6.0
E_HOMO (eV): -12.913
Max |F| (hartree/bohr): 0.0375
Energy above the lowest of the compared OMol25 structures with the same formula, charge and spin (eV): 0.000
Electronic energy (eV): -136267.9840

***

6.
ORCA calculation (ωB97M-V with the def2-TZVPD basis set) on a structure of composition C22H15BeO5P in a non-equilibrium geometry.

```
! RIJCOSX wB97M-V def2-TZVPD def2/J DEFGRID3
* xyz 2 1
O -0.55 -2.78 -3.64
C -0.12 -1.78 -3.26
Be 0.97 -0.57 -2.55
O -1.80 0.02 -5.91
C -1.10 -0.19 -5.02
C 2.15 -0.06 -3.76
O 2.95 0.20 -4.55
C 0.17 1.48 -3.68
O 0.36 2.43 -4.29
O 1.16 -0.31 -1.06
P 0.31 -0.05 0.24
C -0.09 1.70 0.22
C 0.59 2.63 1.03
C 0.32 3.99 0.98
C -0.67 4.44 0.10
C -1.37 3.53 -0.71
C -1.06 2.18 -0.67
C -1.02 -1.28 0.27
C -1.07 -2.27 1.27
C -2.02 -3.29 1.22
C -2.96 -3.32 0.18
C -2.93 -2.34 -0.82
C -1.96 -1.34 -0.78
C 1.32 -0.33 1.68
C 2.56 -0.96 1.58
C 3.29 -1.27 2.73
C 2.79 -0.97 4.00
C 1.55 -0.33 4.11
C 0.83 0.00 2.96
H 1.37 2.29 1.72
H 0.86 4.70 1.60
H -0.91 5.50 0.06
H -2.19 3.89 -1.34
H -1.59 1.49 -1.34
H -0.37 -2.23 2.11
H -2.04 -4.04 2.01
H -3.73 -4.10 0.17
H -3.68 -2.34 -1.61
H -1.95 -0.57 -1.56
H 2.98 -1.20 0.60
H 4.27 -1.75 2.64
H 3.35 -1.22 4.90
H 1.15 -0.09 5.10
H -0.12 0.53 3.07
*
```

Results
E_LUMO (eV): -8.8
E_HOMO (eV): -14.980
Max |F| (hartree/bohr): 0.1346
Energy above the lowest of the compared OMol25 structures with the same formula, charge and spin (eV): 0.000
Electronic energy (eV): -42970.5148